ORCA calculation (ωB97M-V/def2-TZVPD) on a molecular structure, C38H53N6RuS2Sb2SeSi.

Each line ends with the Löwdin spin population.
Element x y z (Å)
Ru (0.40, 0.03, -0.40)  0.6234
C (-2.59, -2.37, 4.57)  0.0000
C (-2.43, -1.04, 3.92)  0.0003
N (-2.90, 0.08, 4.35)  0.0024
N (-2.46, 0.99, 3.41)  0.0050
C (-1.74, 0.47, 2.42)  0.0029
S (-1.07, 1.36, 1.12)  0.0126
N (-1.72, -0.84, 2.75)  0.0049
N (-1.04, -1.79, 1.98)  -0.0019
H (-3.20, -2.24, 5.47)  0.0000
H (-1.63, -2.79, 4.86)  0.0000
H (-3.09, -3.07, 3.90)  0.0000
H (-2.72, 1.96, 3.50)  -0.0001
H (-0.64, -2.50, 2.58)  0.0002
H (-1.66, -2.20, 1.30)  -0.0012
C (4.57, -0.81, -0.64)  -0.0023
C (4.88, 0.25, 0.42)  0.0071
C (4.21, -0.06, 1.76)  0.0213
Sb (2.06, -0.15, 1.71)  0.2122
C (2.08, -2.30, 1.87)  -0.0119
C (2.81, -2.82, 2.93)  0.0058
C (2.93, -4.20, 3.07)  -0.0039
C (2.32, -5.05, 2.16)  0.0100
C (1.58, -4.52, 1.11)  -0.0005
C (1.44, -3.15, 0.97)  0.0087
C (2.05, 2.09, 1.56)  -0.0869
C (2.22, 2.80, 0.38)  0.0001
C (2.36, 4.19, 0.45)  -0.0033
C (2.34, 4.83, 1.68)  0.0040
C (2.17, 4.09, 2.85)  -0.0064
C (2.00, 2.72, 2.80)  -0.0022
Sb (2.63, -0.79, -1.53)  0.0085
C (3.13, 0.27, -3.28)  0.0007
C (2.81, -0.25, -4.54)  0.0004
C (3.22, 0.42, -5.69)  -0.0001
C (3.95, 1.60, -5.59)  0.0003
C (4.27, 2.11, -4.34)  -0.0001
C (3.86, 1.45, -3.18)  0.0002
C (2.57, -2.76, -2.28)  0.0074
C (3.66, -3.61, -2.12)  0.0013
C (3.63, -4.89, -2.65)  0.0009
C (2.52, -5.33, -3.35)  0.0000
C (1.43, -4.49, -3.52)  0.0012
C (1.45, -3.21, -2.98)  0.0068
H (4.70, -1.80, -0.22)  -0.0002
H (5.21, -0.71, -1.52)  -0.0002
H (4.62, 1.25, 0.08)  0.0002
H (5.97, 0.26, 0.57)  0.0003
H (4.44, 0.71, 2.50)  0.0028
H (4.56, -1.03, 2.13)  0.0007
H (3.30, -2.17, 3.65)  0.0012
H (3.50, -4.61, 3.90)  -0.0007
H (2.42, -6.12, 2.26)  0.0006
H (1.11, -5.18, 0.38)  -0.0003
H (0.84, -2.76, 0.16)  0.0017
H (2.23, 2.33, -0.59)  0.0018
H (2.48, 4.76, -0.46)  -0.0010
H (2.46, 5.91, 1.74)  0.0001
H (2.15, 4.59, 3.82)  -0.0012
H (1.86, 2.16, 3.71)  0.0052
H (2.26, -1.18, -4.64)  0.0000
H (2.99, 0.01, -6.66)  0.0000
H (4.28, 2.11, -6.48)  0.0000
H (4.86, 3.02, -4.25)  0.0000
H (4.14, 1.86, -2.22)  0.0000
H (4.55, -3.29, -1.58)  0.0000
H (4.49, -5.55, -2.51)  0.0001
H (2.50, -6.33, -3.77)  0.0000
H (0.56, -4.83, -4.08)  0.0000
H (0.60, -2.56, -3.12)  0.0063
C (-2.69, 2.35, -1.56)  0.0004
N (-2.22, 2.60, -2.92)  0.0006
C (-3.26, 2.53, -3.95)  0.0000
C (-0.90, 2.62, -3.22)  -0.0014
S (0.35, 1.88, -2.29)  -0.0097
N (-0.54, 3.27, -4.34)  0.0010
C (-1.23, 4.49, -4.79)  -0.0002
C (0.76, 3.05, -4.98)  -0.0003
H (-3.62, 2.90, -1.42)  -0.0001
H (-1.96, 2.71, -0.85)  0.0003
H (-2.87, 1.29, -1.39)  0.0020
H (-3.93, 1.70, -3.71)  0.0000
H (-2.82, 2.34, -4.92)  0.0000
H (-3.86, 3.44, -4.00)  0.0000
H (-1.96, 4.81, -4.05)  0.0000
H (-1.71, 4.35, -5.75)  0.0000
H (-0.48, 5.28, -4.88)  0.0000
H (1.08, 2.02, -4.88)  -0.0001
H (1.53, 3.69, -4.55)  0.0001
H (0.65, 3.29, -6.04)  0.0000
C (-2.29, -3.98, -3.12)  0.0005
Si (-2.15, -2.21, -3.47)  0.0142
C (-1.11, -1.78, -4.90)  -0.0031
C (-3.74, -1.32, -3.42)  0.0135
Se (-1.10, -1.34, -1.55)  0.1335
H (-2.65, -4.52, -4.01)  0.0001
H (-2.99, -4.15, -2.30)  -0.0002
H (-1.31, -4.40, -2.84)  0.0004
H (-1.73, -1.75, -5.81)  -0.0005
H (-0.32, -2.52, -5.06)  -0.0001
H (-0.66, -0.80, -4.76)  -0.0003
H (-4.46, -1.86, -4.05)  0.0020
H (-3.63, -0.30, -3.81)  0.0000
H (-4.14, -1.27, -2.41)  0.0020

HOMO (spin up / spin down)   -12.24 / -12.27 eV
Orbital gap (spin up / spin down)   5.4 / 5.5 eV
Charge   +2
2S+1   2


ORCA calculation (ωB97M-V/def2-TZVPD) on a molecular structure, C38H54AsBrKN3O2SSi.

Each line ends with the Mulliken charge.
Element x y z (Å)
K (0.26, 0.70, -0.33)  0.9611
S (3.28, 2.19, -0.99)  -0.4114
C (3.51, 3.86, -0.60)  0.1907
C (4.78, 4.39, -0.31)  -0.7287
C (4.98, 5.72, -0.02)  -0.4593
C (3.90, 6.61, 0.01)  -0.6736
C (2.63, 6.12, -0.26)  -0.0423
C (2.43, 4.78, -0.56)  -0.4938
As (0.69, 4.00, -0.90)  0.6206
C (-0.42, 5.54, -0.37)  -0.1425
C (-1.01, 6.45, -1.25)  -0.1193
C (-1.82, 7.47, -0.76)  -0.6277
C (-2.05, 7.60, 0.60)  -0.4550
C (-1.46, 6.69, 1.48)  -0.6582
C (-0.66, 5.67, 1.00)  -0.1754
C (0.57, 4.21, -2.84)  -0.1388
C (-0.48, 3.57, -3.49)  -0.1437
C (-0.63, 3.68, -4.87)  -0.7067
C (0.29, 4.41, -5.61)  -0.3812
C (1.35, 5.04, -4.97)  -0.6824
C (1.49, 4.93, -3.59)  0.0077
H (5.62, 3.70, -0.32)  0.3718
H (5.98, 6.08, 0.20)  0.3055
H (4.05, 7.66, 0.24)  0.3604
H (1.78, 6.80, -0.24)  0.3079
H (-0.84, 6.36, -2.31)  0.3547
H (-2.28, 8.17, -1.46)  0.3615
H (-2.68, 8.39, 0.97)  0.3211
H (-1.64, 6.78, 2.54)  0.4049
H (-0.21, 4.96, 1.68)  0.4713
H (-1.19, 2.97, -2.93)  0.4272
H (-1.45, 3.17, -5.36)  0.4184
H (0.18, 4.49, -6.68)  0.3359
H (2.08, 5.60, -5.54)  0.3759
H (2.32, 5.41, -3.09)  0.3629
C (-1.65, -0.69, 4.57)  -0.7555
N (-0.66, 0.25, 4.11)  0.4152
C (0.14, 0.96, 5.02)  -0.4524
C (1.05, 1.89, 4.51)  -0.7840
C (1.07, 2.10, 3.15)  0.1357
N (0.25, 1.44, 2.28)  0.0391
C (-0.59, 0.51, 2.75)  -0.2087
O (-1.36, -0.14, 1.99)  -0.7402
N (1.88, 3.06, 2.52)  -0.1455
H (-1.52, -0.82, 5.65)  0.2791
H (-1.54, -1.66, 4.08)  0.0543
H (-2.66, -0.34, 4.37)  0.2529
H (0.07, 0.66, 6.06)  0.2438
H (1.71, 2.43, 5.17)  0.3042
H (2.69, 3.32, 3.07)  0.2385
H (2.16, 2.77, 1.59)  0.0324
C (-2.99, 2.18, 0.48)  -0.0725
O (-2.55, 1.95, -0.89)  -0.1183
C (-2.62, 0.81, -1.51)  -0.5322
C (-3.21, -0.29, -0.69)  0.2821
H (-2.51, 1.48, 1.16)  -0.0675
H (-4.08, 2.10, 0.52)  0.3789
H (-2.68, 3.20, 0.71)  0.0995
H (-4.22, -0.02, -0.35)  0.4438
H (-2.61, -0.47, 0.22)  -0.2052
H (-3.27, -1.20, -1.27)  -0.0086
C (0.48, -3.58, 2.23)  -1.5135
C (-0.58, -4.48, 1.59)  2.9615
C (-0.88, -5.62, 2.58)  -1.8584
C (-1.85, -3.64, 1.44)  -1.6289
Si (-0.16, -5.31, -0.13)  -2.7805
Br (0.88, -2.30, -0.99)  -0.6271
C (1.66, -5.90, -0.52)  2.6624
C (1.62, -7.43, -0.63)  -1.7664
C (2.55, -5.54, 0.67)  -1.9621
C (2.36, -5.36, -1.77)  -1.6726
C (-1.41, -5.13, -1.62)  3.0336
C (-2.44, -6.27, -1.48)  -1.8469
C (-0.65, -5.34, -2.93)  -2.1113
C (-2.20, -3.82, -1.76)  -1.8902
H (0.06, -3.14, 3.14)  0.4159
H (0.77, -2.76, 1.57)  0.1579
H (1.37, -4.13, 2.52)  0.3578
H (-1.17, -5.20, 3.55)  0.4478
H (0.00, -6.26, 2.73)  0.2732
H (-1.69, -6.26, 2.22)  0.3738
H (-2.14, -3.24, 2.42)  0.5255
H (-2.69, -4.24, 1.07)  0.3389
H (-1.69, -2.79, 0.78)  0.0439
H (1.22, -7.89, 0.27)  0.3439
H (2.63, -7.82, -0.81)  0.4647
H (0.99, -7.75, -1.47)  0.2519
H (2.16, -5.94, 1.61)  0.3591
H (2.66, -4.46, 0.77)  0.3166
H (3.55, -5.97, 0.52)  0.6105
H (1.90, -5.72, -2.69)  0.3528
H (3.40, -5.72, -1.77)  0.5207
H (2.37, -4.27, -1.79)  0.1926
H (-1.96, -7.25, -1.46)  0.3596
H (-3.14, -6.25, -2.33)  0.4567
H (-3.02, -6.17, -0.56)  0.2969
H (-0.13, -6.30, -2.95)  0.4211
H (0.06, -4.54, -3.10)  0.3273
H (-1.37, -5.34, -3.77)  0.5901
H (-2.90, -3.67, -0.95)  0.3640
H (-2.78, -3.87, -2.70)  0.5516
H (-1.53, -2.97, -1.81)  0.2572

HOMO (spin up / spin down)   -0.85 / 0.30 eV
Orbital gap (spin up / spin down)   4.7 / 3.6 eV
Charge   -2


Calculated E in order - -5870.4153, -7892.5373 a.u.
Calculated max |F| in order - 2.128, 0.297 eV Å⁻¹